{"formula": "C13H88N26O31", "method": "the ωB97M-V functional and the def2-TZVPD basis", "symbols": ["C", "H", "N", "H", "O", "H", "H", "O", "O", "O", "H", "O", "H", "O", "H", "H", "O", "H", "H", "H", "O", "C", "H", "C", "H", "H", "H", "H", "H", "O", "O", "H", "H", "H", "H", "O", "H", "H", "H", "H", "H", "H", "H", "O", "H", "N", "O", "H", "O", "C", "H", "O", "H", "N", "O", "H", "C", "H", "H", "O", "H", "H", "H", "N", "N", "O", "C", "N", "N", "O", "N", "H", "H", "H", "N", "N", "H", "O", "H", "H", "H", "H", "O", "H", "H", "H", "H", "H", "O", "O", "N", "N", "N", "H", "H", "H", "H", "H", "N", "N", "C", "H", "N", "H", "N", "H", "H", "H", "H", "H", "H", "C", "H", "H", "H", "H", "H", "O", "N", "H", "H", "O", "O", "H", "O", "C", "H", "H", "H", "H", "H", "H", "H", "H", "O", "N", "C", "C", "N", "H", "N", "H", "O", "C", "N", "H", "H", "N", "H", "H", "H", "H", "C", "O", "N", "N", "O", "N"], "positions_angstrom": [[-1.54487, -1.95557, -6.31544], [2.35707, -1.16904, -4.61432], [-2.27809, -2.34709, -5.23127], [-0.97181, 0.72559, -3.61111], [2.30738, -4.61050, -1.93299], [-6.10817, -1.07685, 4.91417], [-3.44025, 2.46235, 0.07733], [-2.21733, -0.50281, 4.00382], [1.89036, -3.59450, -5.87354], [-5.19618, 1.05940, 0.79500], [0.96257, 1.19176, -5.34042], [-3.81693, -0.12457, -1.51302], [-5.03270, 0.97573, -0.16265], [0.63262, 6.47465, 1.83950], [1.51843, 6.43932, 7.29798], [1.39914, 6.34025, 1.21135], [1.30305, -3.63022, 2.48422], [1.64261, -4.44399, -6.25842], [3.30456, -1.47174, 3.27797], [-1.52872, 0.48232, -2.13803], [-2.82101, -3.02361, 3.07897], [0.21682, 0.51311, 6.30701], [-6.67369, -3.27443, 3.94107], [4.97838, 1.67870, -3.14714], [-2.48990, -2.19992, 3.55880], [3.40571, 2.60415, -4.16463], [1.65765, -1.54009, 3.03934], [0.72897, -3.22588, -2.63839], [-2.11064, 4.32077, -3.61117], [1.43397, 1.39958, -2.28749], [-0.77320, 3.64615, 0.67139], [1.84716, 4.10872, -2.38965], [-3.01158, -3.10859, 0.23793], [-2.61544, 0.48895, 0.38175], [0.35691, -3.82148, 2.33022], [-0.75861, 0.88845, 5.72764], [3.41423, 4.74122, 2.29433], [-4.43864, 5.22704, -2.78897], [2.42768, 5.17887, -1.49198], [-0.50537, -1.80384, 1.27252], [-2.79789, 3.71535, 3.98691], [-1.63907, 3.69193, 3.06167], [0.99906, -0.32785, -5.69711], [2.03843, 5.03184, -2.41535], [-0.57408, -2.20822, -1.98612], [4.18219, 2.72120, -3.52912], [2.61821, -1.58208, -3.77898], [-2.48935, -3.75279, 3.57121], [-1.38020, -3.73033, 0.48898], [-5.24162, -2.81684, 5.31516], [4.58212, -3.97463, -2.79172], [-2.29504, -3.84582, -2.72576], [1.65982, -1.01108, 6.03643], [-0.33263, -5.14713, -2.96451], [-3.84661, -3.04820, -0.28134], [-3.29266, -5.24771, -0.11496], [-0.79753, -0.16871, 0.46810], [3.32285, 2.92448, 2.43291], [5.23201, -0.28229, -3.61971], [-0.42027, 0.53146, -0.48107], [1.04042, -3.09479, -5.89115], [1.66925, -4.49973, 2.44502], [2.52220, -2.50360, -4.13849], [-0.26826, -3.05456, -2.51583], [6.28094, -0.51342, 0.28821], [-0.44434, 1.88146, -4.86607], [-1.10736, -3.98661, -2.72849], [-0.04942, -0.97591, 1.17992], [-0.04040, -5.50078, 0.02618], [-0.36708, -1.68823, -6.20346], [4.25304, 0.00342, -0.49582], [0.15582, -1.33130, 5.52706], [-5.54229, -1.95740, 0.96683], [-1.64397, 0.15035, 4.54082], [2.74740, 2.77771, 0.00964], [3.53695, 3.82023, 1.90669], [3.90354, 0.41985, -4.41056], [3.38292, 1.10330, 3.31708], [4.21694, 3.58100, -3.00627], [3.22047, 0.04362, -0.42433], [0.75921, 5.68249, 3.74504], [-5.23481, 3.90844, -2.65044], [0.44842, 4.39832, 6.70312], [0.07837, 4.29801, 4.32609], [-0.64042, -5.72047, -3.71560], [-4.86747, 0.23987, 1.19545], [3.36326, 2.03597, 0.33770], [-3.94119, -1.02680, -1.16346], [4.46460, -1.54526, 1.16505], [-4.83351, 4.51096, -3.30306], [-6.20011, -3.59247, 4.74699], [0.66294, 5.09814, 4.55691], [4.48933, -3.87800, -1.82614], [0.63857, -5.00668, -2.85451], [-0.14888, -6.50051, -0.18156], [5.11630, -3.14118, -1.41332], [-1.69990, -2.25110, -4.33838], [4.73092, 0.79520, -0.85582], [-0.01646, 4.13337, -5.10482], [1.21815, 0.94141, 2.75739], [4.97337, -0.72870, 0.37755], [0.43680, 0.35088, 2.83701], [0.68564, -0.76903, 6.14270], [-3.22694, -2.14080, -7.64045], [1.66038, 6.23157, 6.34081], [-5.89568, -4.53301, 4.59924], [6.59779, 0.24394, -0.27457], [1.09474, 1.90166, 2.91417], [1.62440, 0.91206, 7.79823], [1.51122, 0.84669, -3.03859], [0.11458, 4.93377, -4.49804], [-1.26518, -4.89255, 0.15615], [-4.72763, -0.95202, 5.79654], [1.82792, 7.04443, 5.81318], [-2.41796, -0.51743, 1.73583], [-2.92212, 0.06260, 3.64520], [-3.61171, -3.44084, -1.12510], [5.75620, 1.78720, -2.19248], [-5.21567, -1.45240, 5.09784], [0.69333, -5.03550, -0.49704], [-2.36192, 3.59576, -0.04972], [-5.41613, -1.86216, 1.93779], [-1.94038, 3.17679, 3.82260], [-0.21779, 4.26752, 1.15472], [1.58845, 0.42544, -5.55325], [-0.73450, 3.04683, -4.56173], [0.73524, 3.77295, -5.69091], [2.44522, 2.61872, -0.92350], [0.79588, 2.34149, 7.19777], [-2.40622, 2.61220, -3.44818], [3.86373, -3.04562, 0.47760], [0.95710, -1.01203, 0.98655], [-1.63656, -1.74514, -8.25870], [-4.08085, -0.06260, -2.45651], [2.74965, 5.10331, 0.22890], [0.86150, 1.32164, 7.21461], [0.87457, 5.19499, 5.87349], [2.93170, 3.94293, 0.65795], [4.78430, 0.55291, -3.93228], [-2.14660, -6.44281, -0.74731], [-2.37133, -5.73364, -0.06301], [-4.68135, -2.45386, 2.18449], [-4.47203, -3.48134, 6.04311], [2.39345, 0.41171, 3.20878], [2.42001, -1.00454, 3.43266], [6.75373, -0.68771, 1.14226], [-3.28085, -2.33155, -5.15709], [-2.07296, -0.15368, 0.84601], [-0.34267, 2.89850, 0.20987], [2.36948, -3.98975, 0.50734], [0.27096, 7.37653, 1.62674], [0.71907, 1.03772, -1.74487], [3.23930, -4.01323, -1.30125], [-1.13363, 0.04055, -2.93913], [3.20720, -3.73915, 0.03930], [-2.25387, -1.87660, -7.47261], [-3.12849, 3.13455, -0.50869], [-1.80988, 3.36059, -3.83298]], "forces_ev_per_a": [[-2.8829, -0.3242, 1.2537], [-0.0151, 0.9908, 0.2891], [2.1169, 0.2241, 1.8837], [0.0351, -0.1128, 0.0268], [1.3675, 1.4456, 1.2496], [-0.9684, 0.5762, -0.4933], [-0.4211, -0.5221, 0.8372], [0.3499, 1.2874, 0.0440], [-0.9062, 0.1682, 0.0387], [0.3450, 0.2068, -0.2493], [0.6108, -1.3628, -0.3226], [-0.4315, 0.4079, -0.4572], [0.0107, -0.3149, 0.4329], [0.4404, 1.0222, -1.0092], [-0.0967, -0.1641, 0.8498], [-0.8499, 0.0115, 0.6712], [-1.2199, 0.5297, -0.1244], [0.2346, 0.0536, 0.1001], [0.0666, 0.5043, -0.1100], [0.6982, -0.6353, -1.1612], [0.1227, 2.0925, -0.2077], [2.1461, 0.0599, 1.4868], [-0.5413, 0.7604, -0.8968], [-1.0510, -0.0769, -0.6217], [-0.6052, -1.0631, -0.4994], [0.3035, -0.0746, 0.0968], [0.0440, 0.0418, 0.1268], [-0.4523, 0.5011, 0.3312], [0.4448, -1.0601, -0.4317], [0.4927, 1.4966, 1.3148], [-0.5811, -0.2701, 0.0558], [-0.4596, -1.2117, -0.2199], [-0.2116, 0.0807, -0.2473], [-1.5932, 1.4117, -1.2625], [0.3233, 0.3392, -0.0543], [-2.2948, 1.0347, -1.4445], [0.3424, -0.2548, 1.0540], [-0.2237, -0.2494, 0.0900], [-0.6845, -0.0052, -1.1341], [-1.1024, -3.4060, 0.8260], [1.9320, -1.5921, 0.0890], [0.2520, -0.4440, -0.3561], [-0.3740, 0.1772, -0.2195], [0.8985, 1.0844, 1.0877], [0.5020, -0.8028, -1.0873], [-0.0004, 0.1825, 0.0328], [-0.2173, -1.7364, -1.0362], [0.2376, -0.9418, 0.7217], [0.2277, 1.0045, 0.3662], [1.6857, -2.3109, 1.9391], [-0.0494, -0.1022, -1.6611], [-2.8933, -0.6723, 0.1264], [0.1008, 0.5858, 0.3422], [-2.6839, -0.5622, -0.1025], [-0.3022, 0.3001, 0.4071], [1.2399, -0.7067, -0.0111], [-0.8704, 2.0412, -1.5401], [0.5632, 1.4834, -0.2282], [0.0176, -0.3045, 0.2050], [0.3716, 0.4601, 0.6815], [0.5572, -0.0451, -0.0774], [0.6709, -0.9673, 0.1483], [0.3366, 0.5275, 0.9140], [2.6690, 5.5732, 2.0933], [1.1669, -0.3123, 0.1825], [-0.3573, 0.5567, 0.1484], [1.6774, -3.2825, -0.9724], [3.7397, 0.4606, 0.6886], [-0.5587, -1.3620, 0.3715], [1.4662, -0.0780, -0.5410], [-1.8778, -0.3196, 0.4307], [-0.8300, -0.2846, -0.5717], [0.3628, -0.2728, 1.0005], [-0.5301, -0.9693, -0.2523], [0.6542, -0.6765, 0.9192], [-1.4449, -1.1328, -0.8812], [0.1031, 0.0857, 0.0473], [0.8503, 0.4850, 0.3015], [0.0024, -0.0945, 0.0401], [1.2110, -0.3429, -0.2002], [0.5862, 0.9899, 0.4114], [0.3978, 0.4762, -0.2361], [-0.1155, -0.4207, -0.4521], [0.0661, 0.1065, 0.4229], [-0.1280, -0.5210, -0.3916], [-0.3609, -0.0310, -0.1217], [-0.4980, 0.2111, 0.1024], [0.0894, -0.0127, -0.5030], [0.4463, 0.1767, -0.1724], [-0.0983, -0.2221, 0.2434], [-1.0115, 0.3348, -0.9201], [-1.0578, -1.7993, -1.3292], [0.8736, 1.8677, 1.4951], [1.0611, -0.2468, -0.1719], [0.5658, 0.7989, -0.0799], [-1.0226, -1.2944, -0.5563], [-1.6143, -0.0932, -1.5603], [0.1825, 0.7950, -0.9341], [-0.6764, -1.6375, 0.5003], [1.0369, -1.1304, 0.2930], [-2.0657, -0.3015, 0.4031], [-1.3022, -0.4022, 0.0455], [0.8346, -0.2343, 0.6547], [0.9249, 0.0708, 0.4710], [0.0158, -0.4339, -0.3510], [0.2004, -0.3520, 0.4555], [0.3174, 0.5140, -0.3489], [-0.2112, 1.2130, 0.2794], [-1.1450, 0.6246, -1.0161], [0.0235, -1.0782, -1.2823], [0.3916, -0.1391, -0.3087], [-0.8163, -1.1393, -0.4315], [0.6847, 0.3561, 0.6886], [0.1259, 0.7555, -0.9943], [0.6369, 0.0912, -0.4950], [0.1447, -0.2736, 0.3529], [0.2998, 0.0305, -0.5745], [0.0347, -0.4760, -0.4286], [0.0526, -1.5601, -0.1291], [-0.0729, 0.0944, -0.0979], [-1.1464, -0.9369, -0.5632], [-0.0483, 0.1360, -0.7094], [-2.2229, 1.9443, -0.0033], [0.6049, -0.2577, -0.5495], [-0.0317, 0.9622, 0.3634], [0.3764, 1.2131, -1.0737], [-0.0409, 0.7109, 0.5108], [-0.4383, 0.3598, -0.9277], [-0.4126, -0.4389, -0.3068], [0.7377, 0.7761, -0.3207], [-0.9439, -0.7204, -0.3778], [-0.8429, -0.1228, -0.2213], [-0.4514, 0.0927, -0.2591], [0.3223, -0.5573, 1.0186], [-0.7764, -0.6985, -0.1658], [1.5088, -1.0996, 0.6937], [0.5225, 0.8291, 1.5608], [1.5685, 0.6888, 0.5840], [0.5308, 0.8764, 0.6881], [-0.6485, 0.0967, -0.0391], [0.6543, 1.0998, 0.3192], [-0.1038, 0.1443, -0.1917], [0.0510, 2.2269, -0.7194], [0.1956, -1.9139, -0.6105], [-0.5271, 1.7486, -0.1496], [0.6832, -0.2380, 0.4489], [0.1630, -0.0065, -0.1487], [-0.3784, -1.3139, 1.6109], [0.3376, 0.6468, 0.5977], [-0.6003, 0.3298, 0.4258], [0.5483, -1.4171, 0.2793], [-0.1887, -0.3214, 0.0283], [-0.3412, -1.9278, 0.5484], [-0.9093, 0.2762, 0.6769], [0.4556, 0.5380, -1.1195], [0.5235, 0.1718, -1.1291], [1.1532, 1.4606, -0.4562], [-1.0908, 0.1034, 1.0964]], "fmax_ev_per_a": 6.5, "multiplicity": 1, "homo_ev": -9.351, "total_charge": 0, "relative_energy_kj_mol": 146.88}

---

{"formula": "C28H38N4O3P2SSn", "method": "the ωB97M-V functional and the def2-TZVPD basis", "symbols": ["H", "H", "C", "N", "H", "H", "C", "H", "H", "C", "C", "H", "H", "H", "C", "H", "C", "C", "H", "C", "H", "H", "O", "C", "C", "P", "H", "H", "H", "H", "H", "H", "H", "O", "H", "H", "H", "C", "C", "H", "C", "C", "H", "H", "C", "H", "C", "C", "Sn", "H", "N", "C", "N", "C", "H", "P", "N", "H", "H", "C", "H", "C", "C", "H", "C", "H", "H", "H", "H", "C", "C", "C", "S", "C", "O", "C", "H"], "positions_angstrom": [[5.07195, -3.07715, 0.66467], [2.28356, 0.35691, 1.76005], [1.73201, 1.22646, 1.37692], [2.69145, 0.81843, -2.33224], [3.66697, 3.97044, -2.42484], [-1.15843, -1.74638, -3.96070], [2.90931, -3.00527, -1.84228], [0.74419, -0.23695, -3.98759], [-2.52032, -0.48511, -4.60635], [0.88022, 0.58689, -7.74649], [0.02125, -0.27606, -8.63401], [4.16507, -4.72091, -1.28802], [-1.09742, -1.14331, 4.73070], [-4.65419, -3.82737, 0.59289], [-0.37692, -0.79937, 3.98232], [-0.04452, 0.10302, -9.66171], [-4.07196, -2.13522, -2.20638], [-1.39652, -0.55192, -8.08497], [0.81162, 2.96395, -9.66220], [-2.08526, 1.88037, -8.07666], [-2.96226, 2.05321, -5.44961], [-1.67735, 3.24494, -9.61461], [-1.58865, 0.48820, 1.98006], [2.58302, 2.14408, -1.89055], [-2.50150, 1.71488, -2.17913], [-1.54256, -0.84383, -1.73465], [1.54351, 0.01343, -7.08548], [3.92637, -0.16346, -3.79359], [-0.47543, -2.74970, -2.67957], [-2.32624, -2.45062, 0.54334], [2.41021, 1.95379, 0.90714], [1.18666, 1.70774, 2.20232], [-2.93943, 3.61209, -3.22181], [-2.19118, -1.88490, 2.46105], [-1.11066, 1.62621, -10.00585], [3.72490, -0.70514, 0.34866], [-2.76740, 2.65900, -7.71088], [3.67755, -1.61648, -0.22475], [4.21334, 2.04586, -3.46610], [2.29641, -3.30301, -2.67686], [3.69328, 0.77008, -3.30682], [4.33438, -2.82963, -0.08176], [0.51991, -1.25631, -8.69673], [1.86234, 2.40266, -1.12793], [-4.90275, -2.98670, -1.48394], [-5.84198, -3.39377, -1.81500], [-4.27670, -3.23225, -0.22021], [3.51139, 2.91170, -2.56597], [0.08372, 0.59278, 0.04974], [-0.07521, 0.23273, 4.19883], [-2.33609, 0.40661, -2.65643], [-2.17421, 0.63215, -7.60323], [-2.94930, -1.84057, -1.42480], [0.21657, 2.81081, -8.74522], [-1.30178, -1.25959, -7.24757], [1.66332, -0.47757, -1.79752], [2.80477, -1.70856, -1.32609], [-4.16059, -1.73740, -3.20578], [1.67678, 2.44646, -7.14797], [-3.07662, -2.54600, -0.21481], [1.47274, -1.84137, -3.77814], [-0.57975, -1.70623, -3.02448], [0.95268, 1.91906, -7.77942], [-1.96223, -1.07755, -8.87363], [-2.56399, 0.42953, -4.03291], [-2.95705, 0.38491, -6.88017], [0.49000, -1.46468, 3.96421], [0.11349, 3.79995, -8.27607], [4.99991, 2.34151, -4.14237], [3.85383, -3.70447, -1.11036], [-2.80824, 1.73179, -4.42928], [-1.19099, 2.35321, -9.18766], [-1.15116, -0.89070, 2.36646], [0.83066, -1.09024, -3.28890], [-0.04003, -1.26377, 1.36128], [-2.77953, 2.54512, -3.25030], [-2.39198, 1.91815, -1.12281]], "forces_ev_per_a": [[-0.0115, 0.1259, -0.0173], [-0.5815, -0.1605, -0.5490], [-0.1306, 1.2723, 0.6541], [-0.7391, -0.6470, 0.3051], [0.0021, -0.0847, -0.0323], [0.0817, 0.1039, 0.4373], [0.5830, -0.6074, 0.4727], [0.1050, -0.1747, 0.3863], [-0.0663, 0.2564, -0.0803], [0.1993, 0.0871, 0.0378], [0.0638, -0.5006, -0.0921], [-0.0326, 0.0360, -0.0361], [0.0483, 0.0811, -0.3172], [-0.0097, -0.0309, -0.0054], [0.2023, 0.1779, -0.1832], [0.1833, -0.1051, 0.4192], [-0.4392, -0.2350, 0.1460], [0.3076, -0.2290, -0.0956], [-0.0271, -0.0131, 0.3738], [-0.3435, -0.2851, 0.1446], [-0.0924, -0.0250, 0.2129], [0.1770, -0.3439, -0.0552], [0.9347, -0.2524, -1.0750], [0.5568, 0.3771, -0.4394], [0.5416, 0.1067, -0.4011], [-4.1552, 0.2596, -1.3416], [-0.1952, 0.3996, 0.0078], [0.1202, 0.0449, 0.0171], [-0.0703, 0.3092, 0.0030], [-0.0401, -0.1648, 0.0146], [-0.4123, -0.3386, -0.0009], [0.2089, -0.1205, -0.2511], [-0.0197, -0.0869, 0.1315], [1.0054, 0.8730, -0.1639], [-0.2023, 0.2195, 0.3437], [0.1915, -0.0241, -0.0801], [0.1873, -0.3986, 0.1298], [0.2264, -0.9741, 0.0342], [-0.8095, -0.9191, 0.5147], [0.1768, -0.1631, 0.0393], [0.1855, 0.8266, -0.0391], [-0.8822, 1.0695, -0.4924], [-0.1597, 0.2646, -0.1880], [0.1682, 0.1916, -0.1715], [1.2444, 0.7940, 0.0501], [-0.0096, 0.0231, -0.1515], [0.8854, 0.7219, -0.5295], [-0.7060, -0.7721, 0.3601], [-0.1735, -2.3338, 1.6942], [-0.0653, -0.2960, -0.1629], [1.0046, -0.0591, 0.3728], [-0.3528, 0.4950, -0.3781], [1.5773, -0.1610, 0.6129], [-0.2393, 0.2523, 0.1072], [-0.0611, -0.0012, -0.1268], [3.2145, 0.1324, -0.5587], [-0.9185, 0.6362, -0.0266], [-0.1487, 0.0129, 0.1438], [-0.2340, -0.3239, -0.0498], [-0.9111, -0.3934, -0.2971], [-0.2345, 0.3783, 0.0856], [0.9207, -0.5444, 0.4172], [0.3702, -0.2054, -0.2845], [0.0650, 0.0762, 0.3171], [0.3096, 0.5576, -0.0046], [0.1542, 0.2239, -0.1228], [-0.1555, 0.0704, 0.0355], [0.1025, -0.1730, -0.1342], [-0.0228, -0.1307, 0.0244], [-0.9319, 1.0129, -0.4441], [-0.0186, -0.3743, 0.8805], [-0.0201, 0.4506, -0.3672], [-0.6883, -0.6066, 1.0397], [-0.4955, -0.2391, -0.4138], [-0.3455, 1.2056, -0.6319], [0.2095, -0.6789, -0.1889], [-0.3621, 0.0511, 0.0142]], "fmax_ev_per_a": 4.4, "multiplicity": 1, "homo_ev": [-13.092, -13.084], "total_charge": 2, "relative_energy_kj_mol": 0.00}